Record 1
Molecular formula: C6H10O
Method: DFT, the ωB97M-V functional and the def2-TZVPD basis

The geometry in XYZ format:
```
17
Properties=species:S:1:pos:R:3:forces:R:3
C 1.700993 -0.821807 -0.106410 -0.0178 -0.0544 -0.0118
C 0.330600 -0.186865 -0.004540 0.2825 0.0163 -0.0572
C -0.543790 0.130507 -1.230105 -0.0043 0.1172 -0.2605
C -1.567603 0.477565 -0.126983 -0.2627 -0.2383 -0.0932
C -0.979255 -0.748883 0.629933 0.2687 -0.1200 0.0571
O -1.015698 1.614732 0.524760 -0.0703 0.0408 0.0207
C 0.333119 1.179676 0.714338 0.2849 -0.0030 -0.0003
H 2.329164 -0.198762 -0.759253 -0.1102 -0.1421 0.1213
H 1.677349 -1.828801 -0.532481 -0.0766 0.1005 0.0557
H 2.204778 -0.872248 0.868076 -0.1715 -0.0377 -0.1335
H -0.226131 0.908511 -1.925900 -0.0714 0.0919 0.0601
H -0.805958 -0.790942 -1.758617 0.0115 0.1986 -0.0095
H -2.624831 0.639317 -0.338713 0.1332 -0.1235 0.1647
H -1.404653 -1.679896 0.234868 0.5299 0.1299 -0.0267
H -0.889153 -0.788766 1.708699 -0.6884 0.1670 0.3404
H 1.030025 1.903596 0.272329 -0.0880 -0.1370 0.0238
H 0.542031 1.084842 1.791770 0.0506 -0.0063 -0.2510
```
Forces are in eV/Å.

Properties
E_tot   -309.8032 a.u.
Charge   0
LUMO level   0.922 eV
Orbital gap   10.3 eV
HOMO level   -9.4 eV
Relative energy (zero: lowest compared OMol25 entry of this formula, charge and spin)   24.6 kcal/mol

Record 2
Molecular formula: C40H64N8O4S4
Method: DFT, the ωB97M-V functional and the def2-TZVPD basis

The geometry in XYZ format:
```
120
Properties=species:S:1:pos:R:3:forces:R:3
C -0.008054 -1.969379 -0.151489 -0.0710 -0.5463 -0.6750
S -1.642074 -1.385539 -0.817739 0.9563 0.2106 2.6361
O -2.379554 -1.170919 0.520681 0.6835 0.3123 -2.4672
C -0.960534 0.201051 -1.491799 -0.4171 0.7404 0.8523
H 0.729716 -2.098689 -0.943359 -0.1154 -0.0373 -0.2072
H -0.202184 -2.942499 0.299561 -0.1472 0.0074 -0.1238
H 0.452466 -1.356329 0.623231 -0.6227 0.5124 -0.1078
H -0.259214 0.159621 -2.325189 -0.0845 -0.7402 0.0363
H -0.469824 0.713601 -0.664389 0.1045 -0.1319 0.1175
H -1.766554 0.872281 -1.788249 -0.2979 -0.3324 -0.0507
C -9.076564 2.219481 -3.873749 -1.4744 -0.1653 -0.5276
S -10.451104 3.347681 -3.342359 0.0766 -0.7016 0.3946
O -11.753744 2.890861 -3.966999 1.5587 0.0464 0.9706
C -10.329464 2.740291 -1.537439 -0.8312 0.1857 -1.0577
H -9.023234 2.234181 -4.962349 0.5371 0.8405 0.0089
H -9.422944 1.192601 -3.757039 0.0918 -0.0695 0.8321
H -8.181634 2.479901 -3.308609 -0.0068 -0.1263 -0.3145
H -10.157294 1.664581 -1.573699 -0.1367 0.0888 0.1629
H -11.310944 2.983451 -1.130409 -0.0108 -0.2130 0.0208
H -9.586814 3.246101 -0.920399 0.2060 0.1224 -0.4858
C 1.266586 9.816561 1.813431 -0.9995 -0.4676 0.2510
S 2.304536 8.331901 1.970141 0.0645 -0.6670 0.0928
O 1.558076 7.209911 2.674701 0.3821 1.4301 -1.2249
C 2.428906 7.965731 0.157741 -1.1024 -0.4662 0.6828
H 1.730636 10.576661 1.184941 0.5002 0.0904 0.6097
H 1.011236 10.057531 2.845341 0.6116 0.6680 0.0008
H 0.273326 9.702741 1.379181 0.0107 -0.8497 -0.3670
H 2.357066 6.879561 0.101441 0.4093 -0.0226 0.0168
H 3.334906 8.350091 -0.310819 -0.1496 0.0596 0.2306
H 1.500956 8.325291 -0.286899 0.2432 0.2195 -0.2924
C 2.609876 -6.479959 -8.567079 0.1040 -0.2920 0.6212
S 3.557016 -6.435119 -7.019959 0.6795 3.1088 -0.3080
O 4.923856 -5.822069 -7.366049 -2.1533 -1.0827 0.6692
C 2.573116 -4.970739 -6.250859 1.0469 0.7321 -0.4675
H 1.558306 -6.494949 -8.280629 -0.0402 -0.5287 -0.0940
H 2.989786 -7.414799 -8.979199 -0.5237 0.1452 -0.5859
H 2.735986 -5.616829 -9.220679 0.5438 -0.0553 0.2187
H 3.261676 -4.552759 -5.516499 -0.1760 -0.5579 0.5485
H 1.537946 -4.997599 -5.910569 0.1818 -1.1097 0.3437
H 2.527346 -4.111279 -6.919699 0.3334 -0.3620 -0.9432
N 0.094776 -4.118089 8.012091 -0.7389 0.2276 -1.5271
C -0.303174 -2.902379 7.477281 -0.6235 -0.1097 0.2791
C -1.161174 -3.119389 6.403561 1.2227 -0.6061 1.2360
C -1.229034 -4.558429 6.221231 -0.1928 1.7613 0.5451
C -0.456724 -5.100819 7.216701 -0.0995 -0.7542 0.3184
H 0.564936 -4.290999 8.889101 -0.0036 0.2195 -0.4125
H -0.024144 -1.991759 7.986501 -0.0285 0.0103 -0.1893
H -1.678464 -2.318829 5.895701 0.0830 -0.2510 -0.2132
H -1.922654 -4.984689 5.511591 0.4565 -0.5233 0.0778
H -0.273424 -6.134199 7.471521 -0.0731 0.0251 -0.1225
N -4.005804 6.273581 3.959081 0.9467 -2.8899 -0.5243
C -4.595424 7.369111 4.390251 -2.1474 0.5926 -0.4572
C -5.942194 7.026831 4.437501 -0.4951 3.5250 1.9380
C -6.190984 5.685151 4.263791 2.3660 -0.7755 -1.6034
C -4.916364 5.211391 3.868071 -0.1244 0.3453 0.4846
H -3.024834 6.231761 3.722351 -0.2054 -0.3746 0.1104
H -4.095104 8.316241 4.528051 -0.0900 -0.1654 -0.0735
H -6.624864 7.819331 4.706381 -0.4794 -0.2848 0.0947
H -7.149614 5.187761 4.259261 0.2871 -0.1029 0.0409
H -4.566764 4.224981 3.601281 -0.0339 0.1271 -0.0215
N -4.339384 7.069331 -4.510319 -0.0144 0.8024 0.1667
C -3.312494 6.549821 -3.792979 0.8964 -1.1060 0.0838
C -3.675214 6.406431 -2.468949 -0.0482 0.0181 -0.9191
C -4.977604 6.928061 -2.388879 -0.9183 0.5443 -0.5253
C -5.348674 7.412821 -3.649499 -0.0732 -0.9898 1.1119
H -4.333704 7.172081 -5.515059 -0.0180 0.2275 0.3590
H -2.417794 6.207141 -4.291469 -0.0455 0.0824 0.0019
H -3.118334 5.908741 -1.688829 0.0415 0.1888 -0.1136
H -5.625154 6.849531 -1.528109 0.0467 0.4349 0.0022
H -6.255154 7.918951 -3.947059 0.1326 -0.2120 -0.1574
N 1.508606 -9.446049 -1.251879 -0.5097 0.1149 0.1990
C 0.359606 -9.288889 -0.499069 -0.0397 -0.5008 -2.1247
C 0.695026 -8.811549 0.709001 0.3851 -0.1009 1.2238
C 2.134776 -8.801699 0.783601 -0.1542 0.7905 -0.7227
C 2.577396 -9.086739 -0.487489 0.3723 -0.9733 0.2153
H 1.559016 -9.874409 -2.165149 -0.0255 0.2508 0.2792
H -0.570174 -9.558079 -0.978059 -0.1401 0.2651 0.3392
H -0.048604 -8.509559 1.431651 0.3148 -0.1659 0.2676
H 2.790546 -8.558639 1.606581 -0.2727 0.1781 -0.0003
H 3.560186 -9.212669 -0.917229 0.0739 0.1508 0.3204
N 8.735396 0.657811 2.936411 -1.9410 0.9355 1.1970
C 9.346356 1.543661 3.803711 -2.2132 0.9409 -0.6519
C 8.319326 2.450801 4.124501 2.9211 1.3904 1.7045
C 7.087616 2.155921 3.551881 0.8171 0.5065 0.9506
C 7.346076 1.023111 2.918801 0.5583 -3.5724 -2.6068
H 9.217616 -0.085159 2.451071 -0.5950 0.0178 0.1268
H 10.391496 1.459021 4.062391 -0.1818 0.2531 -0.0342
H 8.434366 3.302861 4.778081 0.3610 0.0057 0.0637
H 6.185646 2.726501 3.717071 -0.0379 -0.4315 -0.1757
H 6.605396 0.333481 2.541721 0.3129 -0.0579 -0.5894
N 9.165476 -5.078959 1.425091 -2.1968 -0.8799 0.5605
C 8.307146 -4.856879 0.383501 -0.1146 0.1147 -0.0632
C 9.081166 -4.592989 -0.707179 0.4098 1.0317 -0.5210
C 10.446966 -4.624549 -0.288459 -0.2882 -0.4040 -0.7820
C 10.429996 -5.073989 0.992411 1.6157 0.8583 1.1814
H 8.803066 -5.156759 2.364621 0.5689 -0.3952 -0.1453
H 7.240036 -4.952599 0.519531 0.1185 0.1982 -0.0628
H 8.772746 -4.233719 -1.677859 -0.2415 -0.2952 0.0561
H 11.303596 -4.306539 -0.864179 -0.0213 -0.4371 -0.0242
H 11.213416 -5.300479 1.700471 0.1429 0.2216 -0.1869
N -7.755554 -4.306559 2.541931 1.0740 1.1304 -0.8757
C -8.466834 -4.290519 3.689661 1.3691 -0.1637 0.3902
C -9.627644 -4.916879 3.432121 -1.3241 0.5122 2.0106
C -9.683014 -5.220409 2.082331 -0.6510 -0.1260 -1.7319
C -8.514434 -4.785759 1.500581 0.3080 -0.2983 0.7458
H -6.887484 -3.798189 2.451851 -0.1245 -0.2655 -0.2157
H -8.021214 -3.922149 4.601861 -0.1851 -0.0034 -0.0614
H -10.351474 -4.951039 4.232941 -0.4197 -0.5392 -0.4131
H -10.543064 -5.599899 1.550641 0.1514 -0.1759 0.0235
H -8.120204 -4.808199 0.495351 -0.1843 -0.0616 0.1244
N 5.932166 4.307771 -4.697239 0.4135 -0.2062 1.1356
C 6.639586 3.509921 -3.848499 1.3664 -0.9075 -0.0652
C 6.184596 2.197801 -3.942049 0.1695 1.3447 0.9240
C 5.037966 2.264871 -4.739329 -0.2508 0.3076 -1.0767
C 4.921876 3.566971 -5.203309 -0.9905 -0.5949 -0.8702
H 6.167246 5.285421 -4.792309 -0.5344 -0.2619 -0.2610
H 7.520296 3.902261 -3.361869 -0.1019 -0.0567 0.0829
H 6.566926 1.337521 -3.412759 0.0349 0.1585 -0.0482
H 4.448586 1.419391 -5.062159 -0.1626 0.1968 0.0586
H 4.215306 3.973701 -5.911649 0.0515 0.0178 0.1223
```
Forces are in eV/Å.

Properties
E_tot   -3893.9388 a.u.
Charge   0
LUMO level   0.129 eV
Orbital gap   8.0 eV
HOMO level   -7.9 eV
Relative energy (zero: lowest compared OMol25 entry of this formula, charge and spin)   129.5 kcal/mol